# 1
{
  "formula": "C19H21N3O3S",
  "method": "ωB97M-V with the def2-TZVPD basis set",
  "spin_multiplicity": 1,
  "e_above_lowest_kj_mol": 704.7,
  "max_force_ev_per_a": 4.8,
  "e_homo_ev": -7.07,
  "smiles": "CC/N=c1/scc(-c2cc(OC)ccc2OC)n1/N=C(\\C)c1ccco1",
  "homo_lumo_gap_ha": 0.25379,
  "species": ["C", "C", "N", "C", "S", "C", "C", "C", "C", "C", "O", "C", "C", "C", "C", "O", "C", "N", "N", "C", "C", "C", "C", "C", "C", "O", "H", "H", "H", "H", "H", "H", "H", "H", "H", "H", "H", "H", "H", "H", "H", "H", "H", "H", "H", "H", "H"],
  "coordinates": [[-3.2710, 3.3908, -2.7423], [-2.5372, 2.4087, -1.8700], [-2.5746, 1.0787, -2.5430], [-1.7510, 0.1106, -2.2663], [-1.8896, -1.2867, -3.3094], [-0.5082, -2.0266, -2.5267], [0.0358, -1.2460, -1.5264], [1.1913, -1.7209, -0.7767], [1.1439, -1.7840, 0.6242], [2.1405, -2.3873, 1.3851], [2.1584, -2.3420, 2.7875], [0.9401, -2.6038, 3.4892], [3.1917, -3.0199, 0.7368], [3.2677, -3.0069, -0.6506], [2.3234, -2.3428, -1.3969], [2.5264, -2.3137, -2.7504], [2.8182, -1.0302, -3.2739], [-0.7442, -0.0879, -1.2683], [-0.3345, 0.7685, -0.2532], [-1.0092, 0.9509, 0.9206], [-2.2812, 0.1758, 1.2438], [-0.5048, 2.0055, 1.8574], [-0.9567, 2.2225, 3.1349], [-0.2001, 3.2759, 3.6891], [0.7078, 3.6436, 2.7364], [0.5071, 2.9200, 1.5983], [-4.2192, 2.9984, -3.0481], [-2.7317, 3.5735, -3.6472], [-3.4244, 4.3419, -2.2261], [-2.9717, 2.3828, -0.8480], [-1.5302, 2.7797, -1.7500], [-0.0577, -2.9855, -2.7904], [0.2947, -1.4138, 1.1373], [1.0784, -3.4486, 4.1524], [0.6481, -1.7226, 4.0764], [0.0887, -2.9247, 2.8592], [3.9729, -3.4508, 1.3345], [4.1170, -3.5110, -1.1171], [2.1999, -0.2219, -2.9273], [3.8283, -0.7521, -3.0539], [2.7322, -1.0447, -4.3749], [-2.8854, -0.0837, 0.3476], [-2.8885, 0.7566, 1.9086], [-2.0136, -0.7547, 1.7228], [-1.8093, 1.6732, 3.5842], [-0.2998, 3.6663, 4.6950], [1.4813, 4.3887, 2.9157]],
  "forces_ev_per_angstrom": [[-0.24, 0.36, 0.47], [-0.08, -0.99, 0.07], [1.39, -0.27, 1.21], [-1.20, 1.95, 0.64], [0.81, -0.54, 0.54], [1.08, 0.82, 1.09], [-1.60, -1.08, -2.06], [1.18, -0.82, 1.02], [0.52, -0.34, -0.29], [-0.01, 0.04, 0.40], [-0.42, -0.33, -0.97], [-0.46, 0.03, -0.28], [-0.22, 0.35, 0.23], [0.49, -0.18, 0.77], [-0.80, 0.78, -0.04], [-0.48, 0.07, -0.39], [0.11, 0.04, -1.19], [-0.76, -1.14, -0.36], [-0.53, 2.23, 3.57], [1.36, -0.38, -4.62], [0.33, 0.42, -0.71], [-0.22, -0.17, 0.30], [-1.13, -0.86, -0.35], [0.36, 0.02, 0.10], [-1.17, -0.42, 0.95], [0.25, -0.56, 0.02], [-0.71, -0.24, 0.00], [0.52, 0.16, -0.57], [0.02, -0.03, -0.04], [0.02, -0.17, -0.44], [0.59, -0.12, 0.15], [-0.40, 0.47, -0.15], [-0.66, 0.50, 0.31], [0.38, -0.07, 0.33], [0.08, -0.18, -0.20], [0.50, 0.45, -0.15], [0.17, -0.29, 0.11], [-0.38, 0.32, -0.14], [-0.69, 0.10, 0.45], [0.85, 0.06, 0.31], [-0.11, -0.34, 0.51], [0.64, 0.35, 0.40], [-0.45, 0.15, 0.38], [0.09, -0.33, 0.28], [0.92, 0.54, -0.25], [0.14, 0.03, -0.27], [-0.05, -0.35, -1.13]]
}

***

# 2
{
  "formula": "C2H3NO2S",
  "method": "ωB97M-V with the def2-TZVPD basis set",
  "spin_multiplicity": 1,
  "e_above_lowest_kj_mol": 450.2,
  "max_force_ev_per_a": 2.5,
  "e_homo_ev": -8.59,
  "smiles": "O=NC(=O)CS",
  "homo_lumo_gap_ha": 0.29540,
  "species": ["O", "N", "C", "O", "C", "S", "H", "H", "H"],
  "coordinates": [[0.6549, 2.5478, 0.9433], [-0.5182, 2.4537, 1.0535], [-1.1256, 1.3377, -0.0294], [-2.0153, 1.4773, -0.7912], [-0.5688, 0.0155, 0.4645], [1.2691, 0.1086, 0.5453], [-0.8204, -0.9259, -0.1909], [-0.7245, -0.2001, 1.5399], [1.3446, 0.9928, -0.5389]],
  "forces_ev_per_angstrom": [[-0.27, 1.32, 0.31], [-0.89, -0.77, -1.41], [0.22, -0.35, 2.45], [0.07, 0.60, -0.43], [1.04, -2.10, -0.70], [0.32, 0.05, -1.83], [-0.03, 2.13, 1.26], [-0.85, 0.30, -0.64], [0.38, -1.18, 1.00]]
}